Molecular formula: C41H48AsNO3RhSSi
Method: DFT, ωB97M-V/def2-TZVPD

## Properties
**⟨S²⟩**: 6.020
**2S+1**: 5
**Energy above the lowest of the compared OMol25 structures with the same formula, charge and spin**: 15.34 kcal/mol
**Net charge**: -1
**Kohn-Sham gap (spin up / spin down)**: 6.70 / 6.64 eV
**HOMO energy (spin up / spin down)**: -4.10 / -5.13 eV
**Electronic energy**: -4905.71147 Eh
**F_max**: 0.0220 Eh/bohr
**Lowest unoccupied orbital energy (spin up / spin down)**: 2.60 / 1.52 eV

Each line ends with the Löwdin charge.
Atoms and positions in Å:
C -0.47 1.76 2.11  -0.115
C -4.44 0.95 1.12  -0.092
C 3.28 -0.68 3.80  -0.130
H 3.27 -3.06 -2.30  0.096
H 4.14 0.75 -0.11  0.077
H -2.02 2.75 -3.92  0.085
H -2.68 -0.99 -5.43  0.078
H 0.88 -3.79 -2.34  0.087
C -3.02 2.59 -0.61  -0.089
C 4.12 -2.86 4.34  -0.104
H -2.56 2.30 4.72  0.096
C 3.98 -1.51 4.66  -0.102
H -0.80 -4.67 1.92  0.080
H 3.71 -4.38 2.88  0.085
C -0.71 -1.88 1.48  -0.128
H -1.65 0.39 -5.00  0.068
C -3.57 0.41 0.19  -0.098
C -1.01 2.76 -3.51  -0.120
C 2.89 -2.50 2.27  -0.674
C -0.15 3.79 -3.87  -0.103
H -1.16 -0.89 1.51  0.034
C 3.53 -0.95 -2.19  -0.663
H -2.61 -3.20 2.94  0.079
C 2.71 -1.16 2.62  -0.368
As 1.73 0.08 1.46  1.336
Si -1.72 0.35 -1.98  0.430
H -4.04 -1.59 -2.00  0.071
O 4.53 -0.34 -2.58  0.005
H 3.74 -2.30 -3.83  0.104
O 2.82 -0.60 -1.18  -0.244
C 1.62 -2.17 -3.38  -0.250
H -2.61 -2.39 -2.63  0.059
C -4.07 0.56 -3.65  -0.097
C -2.87 -0.36 -3.35  -0.596
C 4.99 3.53 1.64  -0.104
H -3.34 -1.90 1.99  0.053
H 5.90 2.49 0.00  0.103
H -0.21 -2.13 2.42  0.059
H -2.03 -2.63 -0.01  0.097
H 4.66 -3.52 5.00  0.095
H -2.20 3.00 2.37  0.087
H 1.05 1.00 -1.50  0.052
H 2.10 2.64 3.15  0.093
C -3.42 -1.71 -2.89  -0.102
C 1.14 3.83 -3.36  -0.100
S 2.36 -3.23 0.77  0.596
H -5.30 2.76 1.90  0.096
C 0.17 0.43 4.00  -0.107
H 4.41 -1.12 5.57  0.094
N 0.76 -2.79 -2.36  -0.052
H 5.76 4.30 1.68  0.093
H 0.81 -0.31 4.45  0.093
C 0.39 0.82 2.68  -0.398
C -1.52 2.30 2.84  -0.079
H -4.71 0.12 -4.43  0.077
C 0.70 1.80 -2.15  -0.089
C -1.13 -4.35 0.93  -0.105
H -4.68 0.70 -2.76  0.073
H -0.27 -4.40 0.26  0.021
C -0.61 1.75 -2.64  -0.213
C 3.59 -3.34 3.16  -0.145
Rh 0.98 -1.62 -0.34  0.753
C -2.06 -0.56 -4.64  -0.094
H -0.49 4.56 -4.55  0.093
H -3.68 -3.59 1.57  0.075
H -0.33 2.05 1.07  0.103
C 3.92 3.57 2.52  -0.100
H 1.81 4.63 -3.64  0.094
H -3.42 -0.67 0.15  0.079
C 4.10 1.53 0.65  -0.090
C -2.85 1.21 -0.71  -0.203
C -2.91 -2.90 1.93  -0.084
H -3.75 1.54 -4.00  0.061
H -1.22 -1.23 -4.46  0.067
H -4.02 4.22 0.36  0.098
H -4.02 -2.18 -3.67  0.079
C -1.69 -2.92 0.99  -0.506
H 1.30 -1.13 -3.49  0.111
H 2.58 2.83 -2.11  0.104
H -0.21 -2.53 -2.50  0.044
O -0.86 -0.82 -1.37  -0.401
C 3.03 1.55 1.54  -0.336
C -0.88 0.97 4.73  -0.089
H 1.49 -2.66 -4.35  0.106
H -1.04 0.65 5.75  0.097
C 1.57 2.82 -2.50  -0.068
C 3.09 -2.21 -2.96  -0.113
C -4.61 2.33 1.17  -0.119
C -1.73 1.90 4.15  -0.091
H -1.89 -5.04 0.58  0.071
H -4.98 0.31 1.80  0.098
C 5.07 2.51 0.70  -0.081
H -2.47 3.24 -1.28  0.093
C -3.90 3.15 0.31  -0.113
H 3.17 0.37 4.05  0.094
H 3.84 4.37 3.25  0.095
C 2.94 2.59 2.47  -0.116